Record 1
DFT (ωB97M-V/def2-TZVPD) results for 9 unconnected molecules or ions with the total composition C54H95N12OP2S3.

Geometry as XYZ:
```
167
Properties=species:S:1:pos:R:3:forces:R:3
C -1.07439 -3.00602 1.12824 0.563 -0.258 -0.468
C -1.28363 -1.84819 0.14148 0.094 0.232 0.430
P -2.24827 -0.40043 0.83191 0.003 0.617 0.155
C -3.05803 -0.92666 2.39274 -0.097 -0.635 -0.071
C -3.55644 -0.01283 -0.45223 0.184 -0.402 0.337
C -3.16158 1.02474 -1.28769 0.237 -0.172 -0.356
N -1.90075 1.61429 -1.12762 -0.288 0.000 -0.528
C -0.96276 1.31009 -1.93830 0.149 0.127 0.295
C -0.98245 0.17403 -2.92818 0.354 0.286 -0.356
C 0.30062 2.12065 -1.87101 -0.284 -0.442 0.507
C -4.01464 1.53077 -2.29789 -0.377 -0.283 0.254
C -3.58261 2.66305 -3.18423 0.515 0.179 0.098
C -3.07757 3.95113 -2.46311 -0.051 -0.254 -0.298
N -3.84696 4.40500 -1.33111 0.147 0.148 -0.051
C -5.24624 0.88672 -2.44124 0.119 0.784 0.285
P -6.39107 1.45703 -3.74751 0.002 -0.709 -0.747
S -6.01716 0.60229 -5.44440 0.028 0.110 0.064
C -5.60822 -0.19338 -1.63447 -0.265 0.055 -0.414
C -6.90717 -0.89895 -1.90428 1.087 0.242 0.172
N -4.78359 -0.60165 -0.64649 -0.045 0.550 -0.173
C -5.21809 -1.69515 0.23371 -0.222 -0.721 0.510
C -4.42495 -2.99609 0.01146 -0.772 -0.115 -0.339
C -5.36398 -4.15113 -0.41219 0.531 -0.044 -0.144
S -4.53051 -5.03847 -1.77406 0.012 -0.063 -0.148
C -5.95067 -5.51936 -2.73224 -0.598 -0.381 -0.320
S -7.36449 -5.87028 -1.98396 -0.302 0.226 0.039
N -5.82902 -5.60077 -4.10954 1.007 0.974 0.871
C -6.71277 -4.70225 -4.87634 -0.423 -0.286 -0.789
C -6.06253 -3.36290 -5.21063 -0.225 -0.180 0.030
O -4.82245 -3.54386 -5.86153 0.140 0.153 0.194
C -3.93780 -4.18137 -4.95287 -0.434 -0.293 -0.059
C -4.46039 -5.59015 -4.66532 -0.219 0.163 -0.269
H -1.74777 -3.84392 0.96459 -0.258 0.132 0.181
H -1.07627 -2.69461 2.17034 -0.197 -0.001 0.018
H -0.07596 -3.40942 0.94625 -0.026 -0.032 -0.005
H -1.65164 -2.16091 -0.83417 -0.125 -0.172 0.081
H -0.29751 -1.41525 -0.03624 -0.044 0.080 -0.123
H -3.86220 -0.25236 2.68604 0.064 0.163 -0.148
H -2.28840 -0.84150 3.16050 -0.005 0.085 0.001
H -3.42177 -1.95339 2.43350 -0.069 0.012 0.009
H -0.79430 -0.77544 -2.42391 -0.181 -0.020 0.047
H -0.15672 0.30721 -3.62847 -0.033 -0.032 -0.020
H -1.89511 0.12000 -3.52173 -0.126 -0.133 0.196
H 1.12403 1.44746 -1.61975 0.115 0.102 -0.223
H 0.21298 2.85127 -1.07066 0.030 0.152 -0.129
H 0.49279 2.58792 -2.83643 0.128 0.023 0.006
H -2.76003 2.28398 -3.80177 -0.040 0.046 -0.064
H -4.35626 2.95430 -3.88571 -0.094 -0.169 -0.019
H -2.04127 3.80658 -2.17616 -0.020 0.057 0.230
H -3.06429 4.73578 -3.22084 -0.078 0.037 0.033
H -4.76463 4.74275 -1.58091 -0.062 -0.094 0.091
H -3.88759 3.73599 -0.57591 -0.050 0.011 0.012
H -6.33434 2.85681 -3.74008 -0.056 0.003 0.309
H -7.68002 1.19914 -3.26052 0.075 0.243 0.271
H -7.14766 -0.87679 -2.96512 0.038 0.105 0.044
H -7.74265 -0.46714 -1.34869 0.441 0.217 -0.081
H -6.88733 -1.95463 -1.65110 0.431 0.367 -0.170
H -5.23851 -1.36246 1.26785 0.421 0.182 -0.045
H -6.25231 -1.93133 0.02248 -0.045 0.379 -0.053
H -3.76004 -2.81988 -0.83125 0.392 0.005 0.245
H -3.88832 -3.30614 0.89891 0.339 0.202 -0.033
H -6.29757 -3.79167 -0.84097 -0.028 -0.092 0.171
H -5.56794 -4.83765 0.40422 -0.174 0.030 0.007
H -7.65879 -4.54069 -4.36551 0.096 -0.154 0.219
H -6.94695 -5.18943 -5.82674 0.044 -0.111 0.050
H -5.94607 -2.75555 -4.29886 0.144 0.012 -0.040
H -6.71500 -2.82088 -5.89467 0.015 0.028 0.018
H -3.92052 -3.58723 -4.03527 0.359 0.002 0.035
H -2.95356 -4.25415 -5.41210 0.012 0.179 0.004
H -4.52668 -6.09284 -5.63257 0.086 -0.163 0.076
H -3.79203 -6.15988 -4.02161 -0.011 -0.034 0.003
C 4.92847 -0.71179 0.03639 -0.102 0.040 -0.101
C 4.80983 -0.69226 -1.48299 0.216 0.020 0.256
C 3.37163 -0.77303 -1.99699 0.190 0.074 -0.209
C 2.72202 -2.03988 -1.66403 -0.088 0.053 0.034
N 2.21190 -3.03546 -1.40311 -0.103 0.025 0.054
H 4.56191 -1.64660 0.46552 -0.031 0.006 -0.025
H 5.97061 -0.59866 0.32593 -0.025 0.094 0.064
H 4.36948 0.11225 0.48582 0.001 -0.012 0.025
H 5.39452 -1.51373 -1.90219 -0.041 0.008 -0.096
H 5.24630 0.23245 -1.86429 -0.043 -0.026 -0.064
H 3.36373 -0.65534 -3.08292 -0.023 -0.024 -0.008
H 2.78135 0.04722 -1.58233 -0.012 -0.071 0.071
C 5.84661 3.36858 0.42088 -0.025 0.025 0.012
C 6.85532 3.80527 1.47559 -0.022 -0.171 -0.192
C 7.81026 2.67492 1.87797 0.154 0.308 -0.026
C 7.10501 1.57354 2.52677 0.058 -0.080 -0.200
N 6.52044 0.70568 2.99954 -0.037 -0.074 0.117
H 5.18976 2.58302 0.80220 0.032 -0.016 -0.003
H 5.22190 4.21230 0.12644 -0.010 0.001 0.007
H 6.34748 2.98964 -0.47312 0.001 -0.023 0.004
H 6.33189 4.18100 2.34813 0.034 0.022 0.073
H 7.45171 4.63149 1.08545 0.048 -0.011 0.051
H 8.57214 3.05430 2.56217 -0.013 -0.092 0.056
H 8.33650 2.28725 1.00253 -0.052 -0.122 0.019
C 7.62924 -2.94074 1.25231 0.043 -0.103 0.013
C 9.12077 -2.93807 0.94933 -0.174 -0.121 0.059
C 9.73646 -1.53982 1.05185 0.205 -0.170 0.015
C 9.17398 -0.63654 0.04907 -0.093 0.111 0.148
N 8.68754 0.06015 -0.72414 -0.006 0.020 -0.078
H 7.08843 -2.33217 0.53017 -0.022 -0.016 -0.006
H 7.22999 -3.95403 1.20286 -0.016 0.010 -0.004
H 7.42483 -2.54506 2.24883 -0.001 0.036 -0.014
H 9.29247 -3.34049 -0.05098 0.064 0.019 -0.002
H 9.64050 -3.59483 1.64826 0.066 0.063 0.008
H 10.81657 -1.59346 0.90639 -0.006 0.094 -0.042
H 9.57088 -1.11444 2.04463 -0.055 0.068 -0.037
C 8.41892 -0.15534 8.01093 0.028 0.042 0.011
C 8.19352 1.26142 7.49603 0.049 -0.182 0.121
C 8.02071 1.31977 5.97464 -0.099 0.203 0.236
C 9.22761 0.91186 5.25711 -0.075 -0.070 -0.102
N 10.17447 0.58739 4.69370 -0.016 0.004 -0.033
H 9.34387 -0.57817 7.61595 -0.014 -0.006 -0.028
H 8.48981 -0.16028 9.09841 0.003 -0.019 -0.002
H 7.59477 -0.81145 7.72474 0.006 -0.006 -0.006
H 9.02615 1.89916 7.79826 -0.013 0.038 -0.043
H 7.29360 1.67464 7.95470 -0.011 0.043 -0.063
H 7.77020 2.33860 5.67280 0.037 -0.018 -0.096
H 7.19099 0.68673 5.65703 0.064 -0.050 -0.083
C 8.65866 0.86854 -6.59078 -0.018 0.052 0.024
C 8.62917 1.37009 -5.15159 0.023 -0.025 -0.229
C 7.73430 0.52237 -4.24245 0.215 0.193 0.106
C 6.31915 0.58999 -4.60408 -0.069 -0.116 0.117
N 5.19376 0.64115 -4.82958 -0.006 0.012 -0.034
H 7.67149 0.92693 -7.05233 -0.009 -0.028 0.013
H 9.34126 1.46922 -7.19137 -0.005 -0.014 -0.014
H 8.99534 -0.16875 -6.63726 -0.006 -0.002 -0.006
H 8.29519 2.40904 -5.13089 -0.012 -0.003 0.062
H 9.63960 1.35266 -4.74063 -0.036 -0.009 0.079
H 7.82505 0.85679 -3.20675 -0.029 -0.064 0.031
H 8.05922 -0.51944 -4.26265 -0.094 -0.036 -0.030
C -6.41308 0.41176 7.58185 0.049 0.029 -0.002
C -5.89398 1.41899 6.56285 -0.135 -0.071 0.171
C -5.27499 0.75140 5.32964 -0.065 0.247 -0.007
C -4.07655 -0.01888 5.66160 -0.036 -0.061 0.000
N -3.13892 -0.61948 5.94070 0.009 -0.006 -0.069
H -5.60454 -0.20175 7.98147 -0.001 -0.015 -0.024
H -6.88383 0.92575 8.41880 -0.005 -0.015 0.006
H -7.15605 -0.25188 7.13511 -0.002 -0.006 0.005
H -5.15780 2.07315 7.03213 0.032 0.007 -0.059
H -6.71586 2.05433 6.22831 0.035 0.011 -0.065
H -5.00352 1.51123 4.59332 0.067 -0.038 -0.004
H -6.00371 0.08996 4.85531 0.034 -0.072 0.035
C 2.15564 6.26415 -0.19368 -0.009 -0.042 0.048
C 1.63940 6.51495 1.21852 -0.016 -0.043 -0.203
C 2.62215 7.31507 2.07970 -0.250 -0.024 0.042
C 3.86732 6.58769 2.31811 0.091 0.097 0.016
N 4.84561 6.01680 2.50454 -0.152 0.079 0.007
H 3.06299 5.65795 -0.18280 0.021 0.025 0.009
H 1.40889 5.73357 -0.78502 0.003 0.007 -0.018
H 2.38003 7.20296 -0.70264 0.009 -0.003 -0.007
H 1.41812 5.56279 1.70455 0.011 0.027 0.058
H 0.70199 7.07146 1.16835 0.014 0.027 0.059
H 2.16958 7.54553 3.04541 0.076 -0.011 0.034
H 2.85487 8.26887 1.60296 0.078 -0.022 -0.017
C -9.54882 -1.14216 1.90453 -0.030 -0.028 -0.016
C -10.42534 -2.28948 1.41644 0.062 0.160 0.110
C -9.67255 -3.26638 0.50744 -0.212 -0.096 0.124
C -9.24092 -2.63876 -0.73992 -0.095 -0.193 -0.047
N -8.89458 -2.13606 -1.71335 -1.836 -1.053 0.121
H -9.20212 -0.52670 1.07176 0.019 0.009 -0.023
H -10.10500 -0.49653 2.58312 0.023 0.018 -0.005
H -8.67475 -1.51889 2.44147 0.006 -0.002 0.005
H -11.29355 -1.89130 0.88964 -0.008 -0.051 -0.028
H -10.80314 -2.84720 2.27424 0.002 -0.054 -0.048
H -10.30865 -4.11712 0.25847 0.043 -0.002 -0.085
H -8.79786 -3.66907 1.02258 0.061 0.006 -0.048
```
Forces are in eV/Å.

The HOMO-LUMO gap comes out at 0.2583 hartree. The HOMO energy comes out at -10.444 eV. The value obtained for the lowest unoccupied orbital energy is -3.41 eV. Its max |F| is 2.12 eV/A. Its spin multiplicity is 1. The net charge is +1.



Record 2
DFT (ωB97M-V/def2-TZVPD) results for C3H3FP2 in the gas phase.

Geometry as XYZ:
```
9
Properties=species:S:1:pos:R:3:forces:R:3
C -1.32506 -0.97383 0.35814 2.458 -2.476 -0.149
C -0.34625 1.85698 0.50444 0.366 0.572 0.586
C -2.48396 -0.61771 -0.01869 -1.679 2.075 0.315
F -3.69626 -1.04608 0.04565 -0.568 -0.854 -0.499
P -1.46101 2.85576 -0.22840 0.430 -1.241 0.402
P 0.11124 0.03341 0.65898 -0.330 1.737 1.872
H -0.89117 -2.02945 0.36622 -1.218 0.856 0.308
H 0.38485 2.41956 1.15980 -0.607 -0.493 -0.715
H 0.56138 -0.08500 -0.58190 1.149 -0.176 -2.120
```
Forces are in eV/Å.

The HOMO-LUMO gap (spin up / spin down) comes out at 0.2977 / 0.2836 hartree. The HOMO energy (spin up / spin down) comes out at -8.959 / -8.184 eV. The value obtained for the lowest unoccupied orbital energy (spin up / spin down) is -0.86 / -0.47 eV. Its energy relative to the best compared isomer or geometry (same formula, charge and spin) is 95.7 kcal/mol. Its max |F| is 3.49 eV/A. Its spin multiplicity is 1. The net charge is 0.



Record 3
DFT (ωB97M-V/def2-TZVPD) results for a molecular structure, C2H2BrClO.

Geometry as XYZ:
```
7
Properties=species:S:1:pos:R:3:forces:R:3
C -3.58539 0.52472 -0.61517 0.465 1.063 -1.362
C -1.04842 -1.13103 1.77143 0.077 0.182 1.720
O -3.69582 1.36130 -1.43136 -0.513 -0.991 1.274
Cl -4.66336 -0.18758 0.60961 -0.723 0.326 0.017
Br -1.51308 -0.72240 0.03767 1.162 -0.234 0.553
H -0.36659 -0.54952 2.47155 -0.805 -0.335 -1.712
H -1.83767 -1.65698 2.32158 0.338 -0.010 -0.489
```
Forces are in eV/Å.

The HOMO-LUMO gap (spin up / spin down) comes out at 0.2885 / 0.2885 hartree. The HOMO energy (spin up / spin down) comes out at -8.391 / -8.720 eV. The value obtained for the lowest unoccupied orbital energy (spin up / spin down) is -0.54 / -0.87 eV. Its energy relative to the best compared isomer or geometry (same formula, charge and spin) is 88.6 kcal/mol. Its max |F| is 1.92 eV/A. Its spin multiplicity is 1. The net charge is 0.



Record 4
DFT (ωB97M-V/def2-TZVPD) results for C8H12 in the gas phase.

Geometry as XYZ:
```
20
Properties=species:S:1:pos:R:3:forces:R:3
C -3.86390 -0.68160 0.10514 5.678 0.240 1.337
C -2.37308 -0.49771 0.22114 -4.914 -2.170 2.214
C -1.51294 0.22830 -0.53542 4.024 4.537 0.918
C -0.20054 1.16801 0.19530 -4.331 -0.604 -2.986
C 1.11451 0.79057 0.11155 4.060 -2.789 -0.199
C 2.32339 1.54470 0.00029 -0.602 -1.377 2.731
C 1.22696 -0.82327 0.05073 1.173 0.957 -3.230
C 2.74106 -1.41394 -0.17827 -1.060 1.937 3.452
H -4.50708 -1.10168 0.90212 0.799 0.169 -0.728
H -4.24305 -0.25346 -0.76378 -1.139 0.540 -1.254
H -1.91049 -0.82346 1.16088 -0.416 -0.184 -0.163
H -1.81332 0.78753 -1.41661 -0.600 0.067 0.160
H -0.46684 2.24814 0.19988 0.248 -0.686 -0.556
H 2.25554 2.58791 -0.14690 -0.350 1.179 -0.158
H 3.34975 1.30841 0.56751 -2.372 -0.341 -2.017
H 0.60699 -1.12434 -0.84086 0.571 0.410 0.725
H 0.61551 -1.08580 0.87027 0.168 -1.292 1.309
H 2.93666 -2.48832 -0.28126 -0.751 0.280 -0.016
H 3.13284 -1.08737 0.86047 0.344 -0.806 -1.686
H 3.31069 -0.85796 -0.93458 -0.529 -0.068 0.148
```
Forces are in eV/Å.

The HOMO-LUMO gap comes out at 0.1623 hartree. The HOMO energy comes out at -6.581 eV. The value obtained for the lowest unoccupied orbital energy is -2.17 eV. Its energy relative to the best compared isomer or geometry (same formula, charge and spin) is 166.9 kcal/mol. Its max |F| is 6.13 eV/A. Its spin multiplicity is 1. The net charge is 0.



Record 5
DFT (ωB97M-V/def2-TZVPD) results for 2 unconnected molecules or ions with the total composition C2H3BrOS.

Geometry as XYZ:
```
8
Properties=species:S:1:pos:R:3:forces:R:3
C 0.48533 -1.34369 -1.53607 0.770 -2.968 -1.437
C 0.08400 -0.12467 -1.64892 -1.442 2.426 -1.216
O 0.99220 -2.37490 -1.29748 1.089 -2.163 1.396
S 1.02497 -0.75397 2.18891 -0.587 -0.392 -0.031
Br 2.39139 -1.18638 3.78673 0.990 0.144 0.665
H 0.28550 -1.75978 2.69208 -0.403 0.254 -0.649
H 0.01229 0.58361 -0.91071 0.034 2.096 2.255
H -0.31586 0.19460 -2.58312 -0.451 0.603 -0.982
```
Forces are in eV/Å.

The HOMO-LUMO gap (spin up / spin down) comes out at 0.2047 / 0.2531 hartree. The HOMO energy (spin up / spin down) comes out at -5.864 / -9.289 eV. The value obtained for the lowest unoccupied orbital energy (spin up / spin down) is -0.29 / -2.40 eV. Its energy relative to the best compared isomer or geometry (same formula, charge and spin) is 33.7 kcal/mol. Its max |F| is 3.39 eV/A. Its spin multiplicity is 3. The net charge is 0.



Record 6
DFT (ωB97M-V/def2-TZVPD) results for 2 unconnected molecules or ions with the total composition C4H7NO.

Geometry as XYZ:
```
13
Properties=species:S:1:pos:R:3:forces:R:3
C -1.70236 -1.21699 0.08724 1.116 -0.011 -0.280
C -2.63734 -0.92264 1.13329 4.948 0.760 1.688
C -1.79704 -0.32741 2.18345 -0.715 1.514 -2.159
N -0.51266 -0.02222 1.59055 -2.285 -1.669 1.725
C -0.38199 -0.71530 0.39511 -2.505 1.391 -0.983
H -1.93516 -1.80391 -0.83949 0.259 0.926 0.983
H -3.66089 -1.17358 1.13269 -0.805 -0.216 0.341
H -2.11036 0.22743 3.13204 0.648 -1.177 -1.482
H 0.24054 0.34312 2.18238 -0.474 -0.297 -0.729
H 0.29242 -0.25901 -0.37268 -0.189 -1.221 0.896
O 4.69985 2.34699 -3.69881 0.586 -2.370 0.099
H 5.09833 1.50852 -4.10601 -0.826 1.891 0.748
H 4.40666 2.01502 -2.81978 0.241 0.478 -0.848
```
Forces are in eV/Å.

The HOMO-LUMO gap comes out at 0.3271 hartree. The HOMO energy comes out at -8.184 eV. The value obtained for the lowest unoccupied orbital energy is 0.72 eV. Its energy relative to the best compared isomer or geometry (same formula, charge and spin) is 49.6 kcal/mol. Its max |F| is 5.28 eV/A. Its spin multiplicity is 1. The net charge is 0.